97
Properties=species:S:1:pos:R:3:forces:R:3 method="wB97M-V/def2-TZVPD" largest_force_ha_per_bohr=0.0449 total_charge=+4 de_lowest_kcal_mol=28.3 orbital_gap_ev=4.6
H -4.129 0.064 -1.834 0.2254 -0.3224 -0.0781
C 1.754 4.469 -3.573 0.0306 0.0180 0.7220
C 1.686 6.032 -0.733 0.0378 -0.6355 -0.4868
C -3.169 3.639 -0.395 -0.1270 -0.1925 -0.7735
C -2.628 0.190 2.520 0.2830 -0.0809 0.1395
C 2.310 -1.286 1.315 -0.5016 0.2998 0.4094
H -3.042 1.178 2.724 -0.0244 0.0524 -0.1287
Si 1.730 4.396 -1.678 -0.2721 -0.3433 0.3436
H -2.568 -1.116 -3.328 0.0946 -0.1561 0.2384
C 1.344 -1.383 2.342 0.3511 -0.0575 -0.5528
C 5.747 -1.528 4.508 -0.0448 0.0019 -0.4907
H -4.405 -4.367 -1.438 -0.0784 0.0299 0.1806
H 0.563 -4.663 -0.637 -0.1640 0.0271 -0.1061
C 3.401 -0.512 -1.171 -0.2517 0.5715 -0.3255
H -0.336 -3.139 -0.456 -0.0397 -0.2224 0.0789
Si -3.530 2.532 -1.902 0.3868 -0.1426 0.1950
H -1.273 -0.461 4.826 -0.0278 -0.0123 0.0387
H 0.277 0.286 4.428 -0.0359 0.0256 0.0632
H 0.650 1.280 2.082 -0.1282 0.0173 -0.3329
H -0.036 3.353 -0.154 -0.0502 -0.2106 -0.0692
H -1.169 1.277 4.614 -0.1048 0.1118 -0.0257
H 6.793 -1.561 4.775 0.0766 0.0214 -0.0361
H -2.683 0.386 -0.792 -0.5581 0.4354 -0.0194
C 0.025 3.521 -1.229 0.9395 0.6312 -0.1136
C 4.783 -1.567 5.539 -0.5527 0.0194 0.0071
Te -0.118 1.688 -2.349 -0.5548 0.4461 0.3247
H -0.450 -2.578 4.081 0.0357 0.1679 -0.2095
H 3.698 0.420 -0.693 -0.0439 -0.0239 -0.0333
H -0.814 4.129 -1.549 -0.3056 -0.2260 -0.1066
P 1.842 -1.114 -0.450 0.9800 -1.4861 0.3077
C 5.374 -1.452 3.190 0.2766 -0.0056 0.1426
H 0.868 -3.668 0.771 -0.1211 0.0088 -0.0228
C 3.013 -1.487 3.917 0.8502 0.0581 -0.6211
N 1.716 -1.481 3.590 -0.7548 -0.1812 0.3361
C 3.440 -1.554 5.254 0.1822 -0.0183 0.2524
H -1.538 -2.593 -3.349 -0.1260 0.2182 0.2784
H 3.308 -0.359 -2.246 -0.0057 0.0107 0.0105
H -3.921 -2.201 -0.398 0.3230 0.0314 -0.0601
H 0.514 -2.084 -2.687 0.0579 -0.1398 -0.1419
C -2.407 -2.108 -2.884 -0.1063 -0.1640 -1.6567
H -0.670 1.169 0.843 0.0068 0.6323 -0.0226
H 4.174 -1.255 -0.963 -0.2437 -0.0165 0.0682
H -4.562 -2.460 -2.956 0.0193 0.0647 -0.0175
H -5.917 3.069 -2.413 -0.1053 -0.0307 0.1527
H 6.109 -1.416 2.400 0.0376 0.0079 -0.0668
H 2.614 6.576 -0.872 0.2394 0.0995 -0.0571
H -0.795 2.277 2.266 -0.1880 0.0771 -0.4106
H -2.879 -0.099 1.480 -0.1323 0.0872 0.0710
H 3.446 -3.574 0.116 0.0692 -0.0562 0.0433
H 2.341 2.099 -0.829 0.0530 0.0870 -0.0480
H -0.738 -3.726 2.753 -0.0443 0.0432 0.0538
H 3.831 -3.300 -1.591 0.0601 0.0456 -0.0217
C 4.007 -1.415 2.856 -0.6357 -0.0807 0.8559
H -2.071 -2.690 3.318 0.0429 -0.0509 0.0134
C -3.630 -3.023 -2.975 0.1314 0.1516 0.3074
H -5.125 2.440 -3.851 0.0611 -0.1538 -0.0578
H -4.345 0.790 -0.257 0.1680 -0.0974 0.2585
H -2.702 -4.619 -1.837 -0.0146 -0.0193 0.0602
H 2.199 -2.442 -3.147 -0.0600 0.1852 -0.1005
C -3.482 -3.866 -1.712 0.3162 0.2670 -0.0884
H 3.194 3.340 0.089 -0.0148 0.1010 0.2271
C -2.043 2.249 -3.140 -0.5791 0.0271 0.3933
C -3.060 -2.812 -0.702 -0.9095 -0.9471 0.8905
C -0.995 -2.740 3.146 -0.5112 -0.4382 -0.5914
C -4.984 3.062 -2.971 0.4182 -0.2506 0.4385
C 1.747 -2.910 -1.071 -0.3775 0.2621 -0.1640
C 2.872 3.059 -0.909 -0.1886 0.5549 -0.4540
O -2.116 -1.949 -1.441 0.5341 0.5056 0.1724
H 0.961 5.119 -3.939 -0.1299 0.1038 0.0108
H -2.422 3.256 0.300 0.0723 -0.1478 -0.0621
H 2.925 -4.714 -1.117 -0.1176 -0.0785 -0.0253
C 0.638 -3.629 -0.297 0.4497 0.1645 0.1271
H 2.697 -1.597 6.034 -0.0778 -0.0101 0.1205
H 0.886 6.673 -1.091 -0.1439 0.0773 -0.1251
H 1.081 -3.767 -2.947 -0.1622 -0.0188 -0.0395
H 5.112 -1.607 6.566 0.0074 -0.0370 0.0683
C -1.110 0.181 2.757 -0.1348 -0.2263 -0.3350
H -3.131 -0.502 3.195 -0.0603 -0.0869 -0.1410
H 2.685 4.883 -3.952 0.1488 0.0005 0.0047
H -2.309 1.519 -3.907 -0.0228 -0.0274 0.0463
H -4.091 3.778 0.164 -0.2455 -0.0940 0.0457
C 1.359 -2.791 -2.549 0.1523 -0.0091 0.1396
P -0.467 -1.433 1.994 0.8441 1.3034 1.7086
Zr -0.830 -0.532 -0.556 -0.1083 -1.2053 -0.1489
N 3.585 -1.304 1.593 0.3865 0.1402 -0.7795
C 3.069 -3.655 -0.903 -0.0042 0.2111 0.1077
H -3.616 -3.630 -3.875 0.1093 0.0794 -0.1143
H -4.823 4.080 -3.321 0.1123 0.1600 -0.0032
H 1.624 3.488 -4.038 0.0936 -0.0193 0.0063
H -2.865 4.637 -0.696 0.0739 0.1751 -0.0450
C -3.689 0.759 -1.124 -0.4985 0.7554 -0.4874
H -2.555 -3.228 0.179 0.0565 0.2284 -0.1977
H 3.770 2.911 -1.498 0.1847 -0.1271 -0.1138
H 1.550 5.892 0.336 -0.0020 -0.1460 0.1310
C -0.795 0.324 4.243 0.1889 -0.0365 -0.1557
C -0.437 1.299 1.941 0.2302 -0.7926 0.7107
H -1.846 3.182 -3.674 0.2931 0.0228 -0.0369

=====

62
Properties=species:S:1:pos:R:3:forces:R:3 method="wB97M-V/def2-TZVPD" multiplicity=2 largest_force_ha_per_bohr=0.0077 s_squared=0.77 total_charge=-2 de_lowest_kcal_mol=4.0 orbital_gap_ev="3.2 / 5.2"
H 0.433 -0.208 -2.957 0.0114 0.0066 0.0122
H -2.709 -2.740 -3.379 0.0045 -0.0028 -0.0091
C 2.150 1.055 4.239 0.0087 0.0093 0.0033
H -4.273 0.607 -3.506 -0.0105 0.0256 0.0176
H -4.949 2.880 -0.609 -0.0072 -0.0014 -0.0015
H -1.956 3.393 -2.721 0.0036 0.0015 0.0277
Si -1.954 0.452 -1.356 0.2169 0.0993 -0.0183
C -4.355 2.187 -1.224 -0.0076 0.0318 -0.0196
C 2.423 -0.751 0.918 0.0241 0.0193 -0.0343
C -4.098 -1.422 -1.571 -0.0452 -0.0419 -0.0935
C 0.808 1.458 4.109 -0.0132 0.0313 -0.0006
H -4.344 -0.045 0.515 0.0286 0.0919 0.0681
C -3.616 -0.241 -3.708 0.0022 -0.0164 -0.0444
H 2.735 1.293 5.115 -0.0023 0.0041 0.0077
H -3.019 0.550 1.503 0.0175 -0.0052 -0.0015
C 2.728 0.305 3.171 0.0606 -0.0110 0.0044
H -4.497 1.513 1.340 0.0023 0.0025 0.0183
O 1.694 -1.007 -0.114 -0.0005 -0.0275 -0.0350
C -1.057 -2.592 1.588 0.0879 0.1970 -0.0958
H -1.683 -2.507 -1.959 0.0129 0.0211 0.0082
Cl -1.314 -4.167 0.674 -0.0288 -0.0255 -0.0318
H -0.775 3.119 -4.000 0.0083 0.0028 0.0027
H -0.263 -2.810 2.301 0.0188 -0.0134 -0.0334
H -2.863 0.087 -4.427 -0.0109 -0.0109 0.0306
H -1.568 2.462 0.793 0.0295 -0.0101 -0.0167
C -0.070 0.604 -3.489 -0.0089 -0.0308 -0.0196
H -0.733 0.172 -4.242 0.0020 0.0026 0.0132
C -3.799 0.854 0.803 -0.0558 -0.0307 0.0386
H -4.875 -0.700 -1.315 0.0108 -0.0208 -0.0331
H -3.696 -1.849 -0.649 0.0059 0.0194 -0.0084
C 0.299 2.194 -1.674 -0.0231 -0.0006 0.0016
H -2.291 2.212 -3.988 -0.0100 -0.0024 0.0033
H -4.580 -2.238 -2.127 -0.0011 -0.0067 -0.0033
H -1.989 -2.465 2.140 0.0359 0.0126 0.0418
C -3.204 1.615 -0.390 0.0486 0.0099 -0.0273
C -0.806 1.538 -2.519 -0.0095 -0.0745 0.0465
H 5.600 -1.241 2.130 -0.0014 0.0077 0.0064
C 1.924 0.006 2.037 0.0201 0.0630 -0.0141
H -3.999 2.745 -2.093 -0.0094 -0.0227 0.0146
H -5.034 1.412 -1.582 -0.0053 -0.0215 -0.0021
C 4.056 -0.164 3.158 -0.0154 -0.0032 -0.0206
C -2.096 -2.005 -2.836 -0.0507 -0.0510 0.0007
C -1.506 2.620 -3.347 -0.0148 0.0261 -0.0067
H -0.937 1.450 2.876 -0.0043 -0.0248 -0.0003
C -2.437 2.796 0.222 0.0002 -0.0101 0.0070
H -3.101 3.338 0.910 0.0055 0.0072 0.0005
Hg -0.618 -0.787 0.290 -0.3357 -0.1869 0.0980
C -2.983 -0.816 -2.436 0.0234 -0.0104 0.0436
N 0.619 0.439 1.938 -0.0725 -0.0638 0.0601
C 3.766 -1.176 1.023 0.0113 0.0152 -0.0010
C 4.576 -0.892 2.109 -0.0052 0.0029 0.0217
H -4.220 -1.015 -4.204 -0.0047 -0.0025 -0.0036
C 0.099 1.137 2.979 -0.0139 0.0142 -0.0003
H 1.021 2.681 -2.344 0.0024 0.0058 -0.0028
H -0.078 2.956 -0.994 -0.0380 0.0109 0.0366
H -1.269 -1.726 -3.486 0.0410 0.0220 -0.0003
H 0.320 2.025 4.894 0.0015 0.0011 0.0029
H 0.702 1.176 -4.022 0.0060 -0.0037 -0.0034
Cl 5.122 0.188 4.523 0.0104 -0.0069 0.0195
H 0.836 1.454 -1.077 0.0211 -0.0168 -0.0073
Cl 4.451 -2.103 -0.302 0.0097 -0.0081 -0.0267
H -2.097 3.510 -0.529 0.0124 0.0006 -0.0409

=====

23
Properties=species:S:1:pos:R:3:forces:R:3 method="wB97M-V/def2-TZVPD" smiles="CC/C=C(/C)N.O.O" largest_force_ha_per_bohr=0.0218 de_lowest_kcal_mol=21.0 orbital_gap_ev=9.0
H -0.263 -1.320 1.323 0.0421 0.0569 0.0785
O 2.850 1.629 0.130 0.0553 0.1732 0.2303
C 0.349 -0.229 -0.401 -0.2619 -0.5490 -0.5008
N -0.828 1.217 1.058 0.2550 0.1614 -0.2394
H -0.052 -2.980 -0.449 0.0253 0.0128 -0.1959
H 1.462 -0.935 1.261 -0.0696 -0.3031 0.1279
H 3.558 1.274 -0.418 -0.1907 -0.1484 0.0635
C -0.599 1.880 -1.326 -0.4462 0.0526 0.1591
H -0.246 0.885 1.815 -0.3518 0.1427 0.0582
C 0.860 -2.633 0.037 0.4446 0.1294 -1.0199
C 0.603 -1.266 0.655 0.0594 0.0360 0.7380
H 2.187 0.931 0.246 0.1986 0.1112 -0.3857
H -1.218 2.134 1.208 0.3488 0.0564 -0.0658
H -1.569 2.363 -1.167 0.0534 0.0111 0.0035
O -3.218 -0.649 0.822 -0.4368 -0.7413 -0.2291
C -0.314 0.915 -0.215 -0.1464 -0.2039 0.2766
H -3.534 -1.021 -0.012 0.0607 0.0471 0.2523
H 1.638 -2.486 -0.726 -0.2833 -0.1832 -0.1401
H 1.233 -3.473 0.614 -0.1127 0.3216 0.7845
H -3.017 0.259 0.619 0.3923 0.4956 0.0182
H -0.660 1.363 -2.281 0.1741 0.0022 -0.0257
H 0.153 2.666 -1.381 0.0798 -0.0030 0.0305
H 0.623 -0.525 -1.409 0.1098 0.3216 -0.0189

=====

Repeat the third record exactly.
23
Properties=species:S:1:pos:R:3:forces:R:3 method="wB97M-V/def2-TZVPD" smiles="CC/C=C(/C)N.O.O" largest_force_ha_per_bohr=0.0218 de_lowest_kcal_mol=21.0 orbital_gap_ev=9.0
H -0.263 -1.320 1.323 0.0421 0.0569 0.0785
O 2.850 1.629 0.130 0.0553 0.1732 0.2303
C 0.349 -0.229 -0.401 -0.2619 -0.5490 -0.5008
N -0.828 1.217 1.058 0.2550 0.1614 -0.2394
H -0.052 -2.980 -0.449 0.0253 0.0128 -0.1959
H 1.462 -0.935 1.261 -0.0696 -0.3031 0.1279
H 3.558 1.274 -0.418 -0.1907 -0.1484 0.0635
C -0.599 1.880 -1.326 -0.4462 0.0526 0.1591
H -0.246 0.885 1.815 -0.3518 0.1427 0.0582
C 0.860 -2.633 0.037 0.4446 0.1294 -1.0199
C 0.603 -1.266 0.655 0.0594 0.0360 0.7380
H 2.187 0.931 0.246 0.1986 0.1112 -0.3857
H -1.218 2.134 1.208 0.3488 0.0564 -0.0658
H -1.569 2.363 -1.167 0.0534 0.0111 0.0035
O -3.218 -0.649 0.822 -0.4368 -0.7413 -0.2291
C -0.314 0.915 -0.215 -0.1464 -0.2039 0.2766
H -3.534 -1.021 -0.012 0.0607 0.0471 0.2523
H 1.638 -2.486 -0.726 -0.2833 -0.1832 -0.1401
H 1.233 -3.473 0.614 -0.1127 0.3216 0.7845
H -3.017 0.259 0.619 0.3923 0.4956 0.0182
H -0.660 1.363 -2.281 0.1741 0.0022 -0.0257
H 0.153 2.666 -1.381 0.0798 -0.0030 0.0305
H 0.623 -0.525 -1.409 0.1098 0.3216 -0.0189